[1]
{"formula": "C22H62B2FO13P2S", "method": "ωB97M-V with the def2-TZVPD basis set", "symbols": ["C", "O", "B", "O", "B", "C", "C", "C", "F", "P", "O", "O", "O", "P", "O", "O", "S", "H", "H", "H", "H", "H", "H", "H", "H", "H", "H", "H", "H", "H", "H", "C", "C", "C", "O", "H", "H", "H", "H", "H", "H", "H", "H", "C", "C", "C", "O", "H", "H", "H", "H", "H", "H", "H", "H", "C", "C", "C", "O", "H", "H", "H", "H", "H", "H", "H", "H", "C", "C", "C", "O", "H", "H", "H", "H", "H", "H", "H", "H", "C", "C", "C", "O", "H", "H", "H", "H", "H", "H", "H", "H", "C", "C", "C", "O", "H", "H", "H", "H", "H", "H", "H", "H"], "coordinates": [[-3.95067, -2.33065, 0.02769], [-3.04560, -2.02443, -1.01697], [-1.67625, -2.17295, -0.80552], [-0.93515, -1.00820, -0.99926], [-0.83981, -3.61735, -0.38319], [-0.75811, -3.94568, 1.24207], [-0.38664, -2.73532, 2.08465], [-1.56680, -2.03767, 2.73159], [0.50863, -3.13186, 3.12013], [0.94621, -3.51219, -1.11561], [1.11617, -3.12568, -2.53636], [1.73042, -4.93056, -0.88342], [1.78904, -2.54420, -0.10449], [-1.69904, -5.14415, -1.19824], [-3.19172, -5.28484, -0.52377], [-0.98123, -6.45328, -0.55318], [-1.92947, -5.27360, -3.13507], [-3.57273, -3.12025, 0.67847], [-4.14297, -1.43632, 0.62965], [-4.89321, -2.67538, -0.40531], [-1.21285, -0.55147, -1.80295], [-0.00689, -4.72215, 1.42694], [-1.69970, -4.36490, 1.61529], [0.16857, -2.00624, 1.49507], [-1.20529, -1.44902, 3.57768], [-2.03030, -1.35737, 2.01721], [-2.31734, -2.74604, 3.08973], [1.96740, -5.06048, 0.04207], [2.73175, -2.62498, -0.29938], [-3.80638, -5.21663, -1.26765], [-1.48215, -7.24096, -0.80321], [-3.31529, 2.18771, 3.97632], [-3.55716, 1.55640, 2.61721], [-4.63602, 2.29246, 1.83641], [-3.88296, 0.17617, 2.74660], [-4.22712, 2.15747, 4.58287], [-2.53748, 1.64558, 4.51588], [-3.00348, 3.22717, 3.86869], [-2.62623, 1.56109, 2.04586], [-5.58600, 2.26043, 2.37910], [-4.79221, 1.82287, 0.86417], [-4.36757, 3.33903, 1.68275], [-4.70369, 0.09134, 3.24327], [0.72758, 3.24801, 4.10108], [0.63977, 2.61752, 5.48197], [2.00191, 2.54131, 6.15593], [0.04479, 1.32502, 5.40948], [1.36717, 2.64056, 3.45376], [-0.25641, 3.30553, 3.63510], [1.14931, 4.25437, 4.15026], [-0.03931, 3.20252, 6.10686], [2.67965, 1.92182, 5.56198], [1.91479, 2.09194, 7.14536], [2.44881, 3.53186, 6.25874], [0.60393, 0.76942, 4.85379], [-2.54484, 6.69737, 1.14736], [-1.43021, 5.81054, 1.67585], [-0.22520, 5.81915, 0.74909], [-1.89137, 4.47714, 1.88900], [-2.88625, 6.33377, 0.17347], [-3.39796, 6.68480, 1.82751], [-2.19395, 7.72254, 1.02349], [-1.12797, 6.15833, 2.66663], [-0.50446, 5.43132, -0.23451], [0.56896, 5.18665, 1.14647], [0.15869, 6.83211, 0.61822], [-2.16742, 4.11915, 1.03720], [3.49281, -4.66144, -5.37566], [4.32281, -3.68442, -4.55523], [4.76210, -4.31247, -3.23739], [3.60206, -2.48666, -4.31674], [2.58470, -4.93080, -4.83014], [3.19144, -4.20814, -6.32058], [4.05316, -5.57435, -5.58997], [5.20644, -3.38535, -5.12846], [3.88132, -4.57710, -2.64558], [5.36208, -3.60541, -2.66159], [5.35144, -5.21829, -3.40263], [2.82497, -2.73882, -3.78600], [4.66007, -8.56636, -4.93500], [4.77053, -8.99959, -6.38732], [6.02378, -9.82713, -6.63303], [4.73335, -7.87637, -7.26414], [5.51470, -7.94012, -4.66049], [3.75522, -7.98334, -4.76684], [4.64410, -9.43081, -4.26941], [3.89186, -9.58861, -6.65797], [6.91510, -9.23434, -6.40701], [6.07962, -10.13635, -7.67700], [6.04000, -10.71767, -6.00258], [5.48377, -7.30950, -7.05451], [-2.35113, 11.85131, -0.43801], [-2.17568, 10.78310, 0.62897], [-1.70243, 11.36991, 1.94901], [-1.28314, 9.76413, 0.18130], [-1.39654, 12.34808, -0.63464], [-2.69839, 11.40637, -1.37011], [-3.06973, 12.60931, -0.12328], [-3.12557, 10.26654, 0.78309], [-0.72933, 11.85268, 1.81966], [-1.59318, 10.58584, 2.69812], [-2.40444, 12.11585, 2.32419], [-0.42136, 10.16681, 0.02737]], "max_force_ev_per_a": 0.8, "orbital_gap_ha": 0.2545, "total_charge": -1}

---

[2]
{"formula": "C22H64N2O16", "method": "ωB97M-V with the def2-TZVPD basis set", "symbols": ["C", "O", "C", "C", "C", "N", "H", "H", "H", "H", "H", "H", "H", "H", "H", "H", "H", "C", "O", "C", "C", "C", "N", "H", "H", "H", "H", "H", "H", "H", "H", "H", "H", "H", "O", "C", "C", "O", "H", "H", "H", "H", "H", "H", "O", "C", "C", "O", "H", "H", "H", "H", "H", "H", "O", "C", "C", "O", "H", "H", "H", "H", "H", "H", "O", "C", "C", "O", "H", "H", "H", "H", "H", "H", "O", "C", "C", "O", "H", "H", "H", "H", "H", "H", "O", "C", "C", "O", "H", "H", "H", "H", "H", "H", "O", "C", "C", "O", "H", "H", "H", "H", "H", "H"], "coordinates": [[-2.29030, 0.15088, -2.90974], [-2.28537, -0.81341, -3.97590], [-2.12951, -2.15137, -3.58011], [-1.25105, -2.91369, -4.58989], [-1.08114, -4.33169, -4.09554], [0.04626, -2.24960, -4.81175], [-2.95336, 0.99465, -3.05695], [-1.26309, 0.47315, -2.67140], [-2.60572, -0.30695, -1.96094], [-1.81413, -2.31198, -2.53875], [-3.10893, -2.66295, -3.61884], [-1.84881, -2.92691, -5.50570], [-0.37520, -4.36220, -3.25627], [-0.72663, -5.05154, -4.83564], [-2.00879, -4.77208, -3.70917], [0.71881, -2.44224, -4.06175], [-0.21427, -1.27649, -4.61347], [3.83227, 2.78866, -3.39127], [4.71461, 2.63984, -2.26962], [4.31829, 1.56218, -1.45830], [4.75824, 1.83387, -0.02843], [4.47759, 0.64653, 0.86090], [4.00454, 3.02181, 0.44249], [2.78985, 2.77064, -3.05706], [4.01328, 1.97435, -4.09383], [4.00445, 3.77801, -3.80704], [3.25921, 1.29014, -1.44231], [4.93980, 0.71818, -1.78900], [5.82272, 2.06687, -0.04684], [5.04805, -0.24057, 0.55040], [3.42794, 0.32297, 0.79137], [4.70609, 0.78342, 1.91711], [4.50175, 3.83588, 0.08606], [3.08696, 3.06609, 0.01257], [-4.68068, -3.31774, 5.12084], [-4.17098, -2.68264, 3.94555], [-2.74955, -2.18228, 4.05175], [-1.84744, -3.26155, 3.72985], [-4.41308, -2.82888, 5.90376], [-4.29872, -3.41073, 3.14541], [-4.92431, -1.91219, 3.71714], [-2.46492, -1.77411, 5.03381], [-2.64812, -1.27181, 3.45284], [-1.62106, -3.68640, 4.56018], [-1.15537, -3.31633, 0.28926], [0.22373, -3.54620, -0.05742], [1.13354, -3.10104, 1.05313], [2.46997, -3.56952, 0.78912], [-1.40999, -3.98387, 0.94114], [0.30682, -4.50411, -0.57787], [0.36213, -2.83281, -0.88355], [0.80580, -3.47346, 2.03064], [1.11790, -2.00338, 1.04402], [3.02480, -3.42049, 1.55765], [-2.62995, 1.41849, 5.45823], [-3.79958, 2.11761, 5.05459], [-4.80143, 1.14912, 4.44472], [-5.45985, 0.40405, 5.44508], [-2.84514, 1.02383, 6.30774], [-4.25316, 2.45169, 5.99071], [-3.58833, 2.92335, 4.36044], [-4.36434, 0.46757, 3.72136], [-5.46539, 1.81774, 3.87398], [-6.22077, 0.90800, 5.74675], [-2.99261, 1.29087, 0.37483], [-2.07899, 0.76952, 1.36593], [-1.32603, -0.30869, 0.63576], [-0.31244, 0.26262, -0.18976], [-2.50355, 1.77436, -0.31488], [-1.35388, 1.47362, 1.77787], [-2.77646, 0.36553, 2.09022], [-1.90611, -1.01337, 0.04352], [-0.87026, -0.99146, 1.37656], [-0.01258, -0.42646, -0.79196], [4.99973, -3.58515, -1.98789], [4.18084, -4.02921, -3.10333], [3.32555, -2.96329, -3.69283], [2.25079, -2.65439, -2.77571], [5.42934, -4.40506, -1.72256], [4.81261, -4.49347, -3.88046], [3.59440, -4.87229, -2.71923], [2.79789, -3.37733, -4.54798], [3.84311, -2.03169, -3.91541], [2.50322, -2.51463, -1.85945], [-1.45417, 5.73511, -2.08658], [-0.67582, 4.87826, -1.24939], [-0.82936, 3.51336, -1.85817], [-2.18985, 3.11365, -1.79545], [-1.46793, 6.63222, -1.74297], [0.39227, 5.13106, -1.12417], [-1.03695, 4.95768, -0.21780], [-0.23709, 2.77030, -1.31951], [-0.51073, 3.52190, -2.90472], [-2.67282, 3.63019, -2.44839], [2.64704, 3.95402, 2.94801], [1.44115, 3.16513, 2.80399], [0.61449, 3.69626, 1.66951], [0.30642, 5.04039, 1.86449], [3.17845, 3.79394, 2.13056], [1.70151, 2.11602, 2.62690], [0.88946, 3.34616, 3.72662], [-0.24179, 3.05853, 1.47788], [1.23435, 3.67957, 0.76631], [1.15983, 5.48987, 1.83339]], "max_force_ev_per_a": 2.8, "orbital_gap_ha": 0.3354, "smiles": "COC[C@H](C)N.COC[C@H](C)N.OCCO.OCCO.OCCO.OCCO.OCCO.OCCO.OCCO", "relative_energy_kcal_mol": 44.3}

---

no.,energy (eV)
1,-83930.226
2,-59586.144